Here is a 12-piece molecular cluster, C63H159N9O21 overall from the OMol25 dataset. Energies are from ωB97M-V/def2-TZVPD.

Bonds (Å) are listed after each position.
Positions of all 252 atoms, in Å:
1 C 3.72 -2.48 -2.61  O2 1.400, H10 1.090, H11 1.090, H12 1.090
2 O 4.65 -3.53 -2.63  C1 1.400, C3 1.443
3 C 5.99 -3.08 -2.38  O2 1.443, C4 1.538, H13 1.090, H14 1.090
4 C 6.95 -4.27 -2.22  C3 1.538, N5 1.476, H15 1.090, H16 1.090
5 N 6.84 -5.06 -3.46  C4 1.476, C6 1.437, H17 1.010
6 C 7.61 -6.28 -3.39  N5 1.437, C7 1.571, H18 1.090, H19 1.090
7 C 7.26 -7.05 -4.71  C6 1.571, O8 1.475, H20 1.090, H21 1.090
8 O 5.81 -7.19 -4.96  C7 1.475, C9 1.410
9 C 5.49 -8.14 -5.94  O8 1.410, H22 1.090, H23 1.090, H24 1.090
10 H 2.75 -2.85 -2.94  C1 1.090
11 H 4.08 -1.59 -3.14  C1 1.090
12 H 3.60 -2.11 -1.59  C1 1.090
13 H 6.04 -2.48 -1.47  C3 1.090
14 H 6.25 -2.49 -3.26  C3 1.090
15 H 6.76 -4.86 -1.32  C4 1.090
16 H 7.99 -3.96 -2.11  C4 1.090
17 H 5.89 -5.32 -3.68  N5 1.010
18 H 7.35 -6.90 -2.54  C6 1.090
19 H 8.69 -6.15 -3.39  C6 1.090
20 H 7.72 -8.04 -4.64  C7 1.090
21 H 7.73 -6.51 -5.53  C7 1.090
22 H 4.43 -7.98 -6.14  C9 1.090
23 H 5.67 -9.08 -5.43  C9 1.090
24 H 6.04 -8.10 -6.88  C9 1.090
25 C 2.73 -1.42 1.81  O26 1.404, H34 1.090, H35 1.090, H36 1.090
26 O 1.87 -0.97 0.79  C25 1.404, C27 1.461
27 C 1.12 -2.09 0.23  O26 1.461, C28 1.549, H37 1.090, H38 1.090
28 C 0.00 -1.71 -0.76  C27 1.549, N29 1.456, H39 1.090, H40 1.090
29 N -0.89 -0.78 -0.08  C28 1.456, C30 1.453, H41 1.010
30 C -2.04 -0.38 -0.88  N29 1.453, C31 1.564, H42 1.090, H43 1.090
31 C -2.79 0.89 -0.36  C30 1.564, O32 1.452, H44 1.090, H45 1.090
32 O -1.92 2.03 -0.13  C31 1.452, C33 1.397
33 C -2.69 3.07 0.39  O32 1.397, H46 1.090, H47 1.090, H48 1.090
34 H 3.47 -2.13 1.42  C25 1.090
35 H 2.13 -1.85 2.62  C25 1.090
36 H 3.19 -0.59 2.33  C25 1.090
37 H 0.78 -2.64 1.11  C27 1.090
38 H 1.82 -2.71 -0.34  C27 1.090
39 H -0.60 -2.56 -1.08  C28 1.090
40 H 0.42 -1.28 -1.67  C28 1.090
41 H -0.29 -0.01 0.17  N29 1.010
42 H -2.72 -1.21 -1.06  C30 1.090
43 H -1.55 -0.06 -1.81  C30 1.090
44 H -3.37 0.60 0.52  C31 1.090
45 H -3.52 1.30 -1.06  C31 1.090
46 H -2.06 3.91 0.69  C33 1.090
47 H -3.09 2.83 1.38  C33 1.090
48 H -3.46 3.48 -0.27  C33 1.090
49 C -6.74 9.94 1.05  O50 1.424, H58 1.090, H59 1.090, H60 1.090
50 O -6.32 8.57 1.04  C49 1.424, C51 1.437
51 C -7.40 7.63 0.90  O50 1.437, C52 1.552, H61 1.090, H62 1.090
52 C -7.07 6.23 0.31  C51 1.552, N53 1.433, H63 1.090, H64 1.090
53 N -6.88 6.40 -1.10  C52 1.433, C54 1.471, H65 1.010
54 C -6.15 5.27 -1.68  N53 1.471, C55 1.565, H66 1.090, H67 1.090
55 C -5.50 5.56 -3.07  C54 1.565, O56 1.431, H68 1.090, H69 1.090
56 O -4.48 6.56 -2.95  C55 1.431, C57 1.445
57 C -3.85 6.99 -4.18  O56 1.445, H70 1.090, H71 1.090, H72 1.090
58 H -6.93 10.18 0.00  C49 1.090
59 H -5.99 10.55 1.55  C49 1.090
60 H -7.73 10.02 1.50  C49 1.090
61 H -8.25 8.00 0.32  C51 1.090
62 H -7.86 7.55 1.89  C51 1.090
63 H -7.95 5.60 0.47  C52 1.090
64 H -6.21 5.80 0.81  C52 1.090
65 H -6.40 7.28 -1.17  N53 1.010
66 H -6.90 4.50 -1.83  C54 1.090
67 H -5.41 4.86 -0.99  C54 1.090
68 H -6.30 5.90 -3.73  C55 1.090
69 H -5.10 4.64 -3.52  C55 1.090
70 H -3.30 6.18 -4.66  C57 1.090
71 H -3.03 7.63 -3.87  C57 1.090
72 H -4.50 7.57 -4.83  C57 1.090
73 C -3.05 5.39 3.23  O74 1.422, H82 1.090, H83 1.090, H84 1.090
74 O -2.54 5.99 2.05  C73 1.422, C75 1.418
75 C -3.24 7.12 1.58  O74 1.418, C76 1.498, H85 1.090, H86 1.090
76 C -2.94 7.37 0.13  C75 1.498, N77 1.495, H87 1.090, H88 1.090
77 N -1.51 7.74 -0.10  C76 1.495, C78 1.472, H89 1.010
78 C -1.22 7.47 -1.52  N77 1.472, C79 1.527, H90 1.090, H91 1.090
79 C -0.87 6.01 -1.78  C78 1.527, O80 1.434, H92 1.090, H93 1.090
80 O 0.24 5.65 -0.95  C79 1.434, C81 1.461
81 C 0.64 4.26 -1.12  O80 1.461, H94 1.090, H95 1.090, H96 1.090
82 H -2.57 4.41 3.30  C73 1.090
83 H -4.14 5.31 3.28  C73 1.090
84 H -2.62 5.88 4.10  C73 1.090
85 H -3.07 8.00 2.20  C75 1.090
86 H -4.32 6.94 1.60  C75 1.090
87 H -3.56 8.21 -0.16  C76 1.090
88 H -3.21 6.45 -0.40  C76 1.090
89 H -0.86 7.19 0.46  N77 1.010
90 H -0.42 8.13 -1.87  C78 1.090
91 H -2.04 7.83 -2.14  C78 1.090
92 H -0.67 5.88 -2.84  C79 1.090
93 H -1.71 5.39 -1.47  C79 1.090
94 H -0.15 3.52 -0.97  C81 1.090
95 H 1.35 4.00 -0.34  C81 1.090
96 H 1.19 4.04 -2.04  C81 1.090
97 C 0.80 2.30 2.08  O98 1.446, H106 1.090, H107 1.090, H108 1.090
98 O 1.46 3.58 2.22  C97 1.446, C99 1.411
99 C 0.63 4.69 2.49  O98 1.411, C100 1.530, H109 1.090, H110 1.090
100 C 1.20 6.07 2.16  C99 1.530, N101 1.475, H111 1.090, H112 1.090
101 N 2.32 6.28 3.09  C100 1.475, C102 1.455, H113 1.010
102 C 3.05 7.46 2.66  N101 1.455, C103 1.511, H114 1.090, H115 1.090
103 C 4.34 7.71 3.41  C102 1.511, O104 1.452, H116 1.090, H117 1.090
104 O 5.15 6.55 3.11  C103 1.452, C105 1.417
105 C 6.50 6.80 3.45  O104 1.417, H118 1.090, H119 1.090, H120 1.090
106 H 1.56 1.53 1.99  C97 1.090
107 H 0.31 2.16 1.11  C97 1.090
108 H 0.14 2.09 2.92  C97 1.090
109 H 0.36 4.56 3.54  C99 1.090
110 H -0.37 4.47 2.10  C99 1.090
111 H 0.43 6.81 2.38  C100 1.090
112 H 1.46 6.07 1.10  C100 1.090
113 H 2.87 5.43 3.07  N101 1.010
114 H 2.46 8.37 2.76  C102 1.090
115 H 3.32 7.43 1.61  C102 1.090
116 H 4.29 7.95 4.48  C103 1.090
117 H 4.81 8.63 3.06  C103 1.090
118 H 6.91 7.64 2.89  C105 1.090
119 H 7.18 5.97 3.25  C105 1.090
120 H 6.60 7.05 4.51  C105 1.090
121 C 3.35 1.60 -1.29  O122 1.452, H130 1.090, H131 1.090, H132 1.090
122 O 2.87 0.72 -2.33  C121 1.452, C123 1.442
123 C 2.29 1.48 -3.41  O122 1.442, C124 1.520, H133 1.090, H134 1.090
124 C 1.85 0.61 -4.58  C123 1.520, N125 1.469, H135 1.090, H136 1.090
125 N 0.88 -0.41 -4.17  C124 1.469, C126 1.464, H137 1.010
126 C 0.82 -1.42 -5.23  N125 1.464, C127 1.555, H138 1.090, H139 1.090
127 C -0.11 -2.57 -4.73  C126 1.555, O128 1.416, H140 1.090, H141 1.090
128 O 0.48 -3.12 -3.57  C127 1.416, C129 1.376
129 C -0.17 -4.24 -3.11  O128 1.376, H142 1.090, H143 1.090, H144 1.090
130 H 4.12 2.24 -1.71  C121 1.090
131 H 3.81 0.98 -0.52  C121 1.090
132 H 2.50 2.15 -0.89  C121 1.090
133 H 3.02 2.16 -3.84  C123 1.090
134 H 1.45 2.06 -3.01  C123 1.090
135 H 2.75 0.12 -4.95  C124 1.090
136 H 1.32 1.14 -5.37  C124 1.090
137 H 1.25 -0.87 -3.35  N125 1.010
138 H 1.80 -1.85 -5.46  C126 1.090
139 H 0.57 -1.02 -6.21  C126 1.090
140 H -0.23 -3.32 -5.52  C127 1.090
141 H -1.09 -2.24 -4.40  C127 1.090
142 H 0.42 -4.59 -2.26  C129 1.090
143 H -0.26 -5.09 -3.79  C129 1.090
144 H -1.14 -3.92 -2.73  C129 1.090
145 C 0.14 -5.57 0.98  O146 1.421, H154 1.090, H155 1.090, H156 1.090
146 O 0.82 -6.21 2.04  C145 1.421, C147 1.426
147 C 0.16 -6.38 3.30  O146 1.426, C148 1.521, H157 1.090, H158 1.090
148 C 1.11 -6.65 4.46  C147 1.521, N149 1.471, H159 1.090, H160 1.090
149 N 1.95 -7.79 4.06  C148 1.471, C150 1.478, H161 1.010
150 C 3.18 -8.02 4.85  N149 1.478, C151 1.550, H162 1.090, H163 1.090
151 C 4.02 -9.14 4.17  C150 1.550, O152 1.419, H164 1.090, H165 1.090
152 O 4.47 -8.52 2.97  C151 1.419, C153 1.411
153 C 5.29 -9.37 2.20  O152 1.411, H166 1.090, H167 1.090, H168 1.090
154 H 0.87 -4.90 0.53  C145 1.090
155 H -0.75 -4.99 1.27  C145 1.090
156 H -0.18 -6.24 0.19  C145 1.090
157 H -0.71 -7.02 3.30  C147 1.090
158 H -0.36 -5.45 3.54  C147 1.090
159 H 0.49 -6.89 5.32  C148 1.090
160 H 1.83 -5.86 4.65  C148 1.090
161 H 2.24 -7.53 3.13  N149 1.010
162 H 2.93 -8.30 5.87  C150 1.090
163 H 3.73 -7.08 4.82  C150 1.090
164 H 3.45 -10.05 3.98  C151 1.090
165 H 4.81 -9.51 4.82  C151 1.090
166 H 5.58 -8.83 1.30  C153 1.090
167 H 4.89 -10.36 1.99  C153 1.090
168 H 6.22 -9.66 2.68  C153 1.090
169 C 4.08 -4.71 3.19  O170 1.385, H178 1.090, H179 1.090, H180 1.090
170 O 5.27 -4.18 2.74  C169 1.385, C171 1.398
171 C 5.67 -2.96 3.28  O170 1.398, C172 1.533, H181 1.090, H182 1.090
172 C 6.76 -2.21 2.51  C171 1.533, N173 1.443, H183 1.090, H184 1.090
173 N 8.06 -2.78 2.77  C172 1.443, C174 1.429, H185 1.010
174 C 9.11 -1.94 2.29  N173 1.429, C175 1.493, H186 1.090, H187 1.090
175 C 9.10 -1.49 0.86  C174 1.493, O176 1.476, H188 1.090, H189 1.090
176 O 9.17 -2.57 -0.15  C175 1.476, C177 1.415
177 C 10.13 -3.61 -0.07  O176 1.415, H190 1.090, H191 1.090, H192 1.090
178 H 3.24 -4.18 2.74  C169 1.090
179 H 4.12 -4.67 4.28  C169 1.090
180 H 4.02 -5.74 2.83  C169 1.090
181 H 6.03 -3.08 4.30  C171 1.090
182 H 4.81 -2.31 3.45  C171 1.090
183 H 6.71 -1.18 2.87  C172 1.090
184 H 6.54 -2.22 1.44  C172 1.090
185 H 8.08 -3.59 2.16  N173 1.010
186 H 10.08 -2.41 2.43  C174 1.090
187 H 9.13 -1.09 2.96  C174 1.090
188 H 9.97 -0.92 0.55  C175 1.090
189 H 8.21 -0.88 0.73  C175 1.090
190 H 11.15 -3.22 -0.02  C177 1.090
191 H 10.28 -4.22 -0.95  C177 1.090
192 H 9.85 -4.21 0.80  C177 1.090
193 C -7.99 -2.82 3.93  O194 1.450, H202 1.090, H203 1.090, H204 1.090
194 O -7.85 -3.67 2.77  C193 1.450, C195 1.448
195 C -7.26 -3.00 1.63  O194 1.448, C196 1.540, H205 1.090, H206 1.090
196 C -7.28 -4.02 0.47  C195 1.540, N197 1.484, H207 1.090, H208 1.090
197 N -6.95 -3.34 -0.80  C196 1.484, C198 1.467, H209 1.010
198 C -7.15 -4.23 -1.95  N197 1.467, C199 1.566, H210 1.090, H211 1.090
199 C -6.22 -3.75 -3.13  C198 1.566, O200 1.453, H212 1.090, H213 1.090
200 O -4.93 -3.34 -2.62  C199 1.453, C201 1.423
201 C -4.08 -2.91 -3.67  O200 1.423, H214 1.090, H215 1.090, H216 1.090
202 H -8.29 -3.37 4.82  C193 1.090
203 H -8.72 -2.08 3.60  C193 1.090
204 H -7.01 -2.38 4.14  C193 1.090
205 H -6.22 -2.69 1.74  C195 1.090
206 H -7.89 -2.14 1.42  C195 1.090
207 H -8.27 -4.49 0.46  C196 1.090
208 H -6.54 -4.81 0.58  C196 1.090
209 H -5.95 -3.25 -0.81  N197 1.010
210 H -8.20 -4.27 -2.24  C198 1.090
211 H -6.77 -5.23 -1.73  C198 1.090
212 H -6.69 -3.02 -3.78  C199 1.090
213 H -6.14 -4.53 -3.89  C199 1.090
214 H -4.43 -1.94 -4.02  C201 1.090
215 H -3.98 -3.53 -4.57  C201 1.090
216 H -3.04 -2.81 -3.34  C201 1.090
217 C -6.39 0.66 2.44  C218 1.492, H221 1.090, H222 1.090, H223 1.090
218 C -5.64 1.95 2.46  C217 1.492, C219 1.538, O220 1.414, H224 1.090
219 C -5.98 2.81 1.23  C218 1.538, H225 1.090, H226 1.090, H227 1.090
220 O -6.07 2.62 3.63  C218 1.414, H228 0.960
221 H -7.38 0.66 1.99  C217 1.090
222 H -6.54 0.30 3.46  C217 1.090
223 H -5.83 -0.16 1.99  C217 1.090
224 H -4.59 1.74 2.63  C218 1.090
225 H -5.43 3.75 1.23  C219 1.090
226 H -7.05 2.93 1.09  C219 1.090
227 H -5.61 2.38 0.31  C219 1.090
228 H -5.80 2.00 4.31  O220 0.960
229 C -1.24 3.04 -4.74  C230 1.510, H233 1.090, H234 1.090, H235 1.090
230 C -1.78 1.84 -4.00  C229 1.510, C231 1.520, O232 1.384, H236 1.090
231 C -3.27 2.08 -3.77  C230 1.520, H237 1.090, H238 1.090, H239 1.090
232 O -1.63 0.76 -4.84  C230 1.384, H240 0.960
233 H -1.05 3.85 -4.04  C229 1.090
234 H -1.93 3.36 -5.52  C229 1.090
235 H -0.28 2.73 -5.17  C229 1.090
236 H -1.18 1.64 -3.12  C230 1.090
237 H -3.86 2.09 -4.69  C231 1.090
238 H -3.32 3.05 -3.27  C231 1.090
239 H -3.68 1.28 -3.16  C231 1.090
240 H -0.82 0.27 -4.69  O232 0.960
241 C -1.23 -0.95 3.29  C242 1.554, H245 1.090, H246 1.090, H247 1.090
242 C -2.06 -2.23 3.02  C241 1.554, C243 1.538, O244 1.433, H248 1.090
243 C -3.45 -2.24 3.67  C242 1.538, H249 1.090, H250 1.090, H251 1.090
244 O -2.11 -2.54 1.62  C242 1.433, H252 0.960
245 H -0.83 -0.90 4.31  C241 1.090
246 H -1.83 -0.06 3.10  C241 1.090
247 H -0.34 -0.88 2.66  C241 1.090
248 H -1.50 -3.01 3.54  C242 1.090
249 H -3.92 -3.19 3.42  C243 1.090
250 H -3.97 -1.42 3.17  C243 1.090
251 H -3.37 -2.05 4.74  C243 1.090
252 H -1.66 -1.85 1.13  O244 0.960

## Properties
* charge: -1
* multiplicity: 2
* HOMO level (alpha / beta): 0.0292 / -0.2553 Eh
* gap between HOMO and LUMO (alpha / beta): 0.042 / 0.326 Eh
* energy: -124301.61120 eV